ORCA calculation (the ωB97M-V functional and the def2-TZVPD basis) on C23H28BeCl6CsF6NO15S2 as an isolated structure in a non-equilibrium geometry.

Geometry as XYZ:
```
83
Properties=species:S:1:pos:R:3
C 2.9522 -1.8739 3.1772
C 2.9268 -0.8126 2.5617
N 2.4077 0.1983 1.6464
C 2.1922 1.4944 2.3563
C 1.1030 2.4389 1.6839
C 0.0132 1.6763 0.8166
C -1.2860 1.2736 1.6585
O -1.2268 -0.1042 2.0629
C -1.8573 -0.9842 1.1292
S 3.4011 0.3533 0.2715
O 4.8342 0.2504 0.5348
O 3.1167 1.5759 -0.4986
F 2.9500 -0.9109 -0.7186
H 2.9462 -2.8719 3.7148
H 3.1536 2.0863 2.5118
H 1.8199 1.2437 3.4016
H 1.6044 3.2396 1.0554
H 0.5742 2.9971 2.5278
H -0.3231 2.4044 -0.0009
H 0.3890 0.7580 0.2755
H -2.1979 1.5454 1.0225
H -1.3211 1.9059 2.5994
H -2.4900 -0.4406 0.3406
H -2.5405 -1.6688 1.7174
H -1.1045 -1.6463 0.5770
C -3.3848 3.8357 0.7475
O -3.9216 4.6934 0.0249
O -2.3042 4.3289 1.3969
O -3.6836 2.6356 0.9521
H -2.4026 5.2171 0.9985
Be -3.0797 -0.8757 -1.4868
C -6.7546 -2.8668 4.0637
C -6.0911 -2.1335 3.1712
C -5.4458 -2.7558 1.9957
O -4.8367 -2.0838 1.1799
C -5.5654 -4.2221 1.8463
C -6.2286 -4.9566 2.7381
C -6.8753 -4.3349 3.9157
O -7.4813 -5.0021 4.7274
H -7.2326 -2.4285 4.9307
H -5.9937 -1.0588 3.2637
H -5.0869 -4.6596 0.9790
H -6.3253 -6.0311 2.6446
C -3.4128 4.4087 -4.0656
C -2.0913 4.6063 -4.7426
O -1.2720 5.1157 -3.7089
C -1.7762 4.5951 -2.5534
O -1.1890 4.5844 -1.5129
O -3.0272 4.0803 -2.7362
F -2.1796 5.5370 -5.7215
H -4.0205 5.3170 -4.0532
H -3.9947 3.6041 -4.5155
H -1.6492 3.6897 -5.1430
C 1.0077 6.7446 -2.8198
C 2.1136 7.5890 -2.2426
O 1.8841 8.6644 -1.7277
C 3.5167 7.0457 -2.3295
H 0.0543 7.2579 -2.6875
H 1.1767 6.5899 -3.8874
H 0.9634 5.7855 -2.3011
H 3.7966 6.9038 -3.3754
H 3.5833 6.0989 -1.7894
H 4.2086 7.7570 -1.8755
C 4.6157 -6.1983 3.0800
F 5.2714 -7.3831 2.9280
F 5.1111 -5.6462 4.2115
F 5.0500 -5.3971 2.0565
S 2.7686 -6.3862 3.1101
O 2.5139 -7.2490 4.2416
O 2.4505 -6.9814 1.8248
O 2.2764 -5.0274 3.2744
C 2.5529 -5.7610 -1.2360
Cl 2.2473 -4.0972 -0.7115
Cl 1.8106 -6.0861 -2.8050
H 3.6285 -5.9093 -1.3178
H 2.1377 -6.4448 -0.4989
Cs 6.7153 -5.8084 0.9565
C 3.6502 -3.2435 -5.3138
Cl 3.1998 -2.2371 -3.9218
Cl 4.9828 -4.3201 -4.8586
Cl 2.2566 -4.2202 -5.8124
Cl 4.1567 -2.2000 -6.6603
F 5.4196 -6.7251 -3.3086
```

Properties
Maximum force in hartree/bohr: 0.201
Orbital gap in eV: 1.23
E_LUMO in eV: -7.2
Energy in eV: -170547.32864
E_HOMO in eV: -8.42

Atom charges from the Mulliken analysis, given in e for atoms 1 to 8:
1. C 0.387
2. C -0.956
3. N 0.281
4. C -0.942
5. C -0.742
6. C 0.271
7. C -0.239
8. O -0.343